Entry 1:
Formula: C2NO4
Source: the OMol25 dataset
Level of theory: ωB97M-V with the def2-TZVPD basis set

Positions of all 7 atoms, in Å:
C (0.9895, 1.7352, -0.1918)
C (-1.0344, -1.7250, 0.1874)
N (1.5567, 2.5613, -0.9621)
O (-2.1360, -1.2899, 0.4322)
O (0.1163, -1.2607, -0.1106)
O (-0.5856, -2.9392, 0.1736)
O (1.0935, 2.9183, 0.4713)

Forces on atoms 1 to 2 (eV/Å):
C 0.4 0.5 -0.4
C 0.4 -1.0 0.2

Summary:
Orbital gap (spin up / spin down) ... 9.70 / 4.61 eV
ΔE to the lowest compared entry with this formula, charge and spin ... 155.5 kcal per mole
Total charge ... -1
Multiplicity ... 1
Molar mass ... 102.02 g mol⁻¹
HOMO (spin up / spin down) ... -5.743 / -4.440 eV

Entry 2:
Formula: C28H51Cl2N2NaO6Sb
Source: the OMol25 dataset
Level of theory: ωB97M-V with the def2-TZVPD basis set

Positions of all 91 atoms, in Å:
Na (1.9746, -2.7529, -0.9407)
N (1.3737, 0.6625, 1.4383)
N (1.3921, -0.2664, 2.5096)
C (1.8558, -1.5865, 2.2800)
O (2.3051, -2.1927, 3.2532)
O (1.7668, -1.9783, 1.0716)
H (0.7172, 0.2761, 0.7641)
H (2.2845, 0.6753, 0.9812)
H (1.7551, 0.1284, 3.3622)
C (-2.2068, -4.0822, -1.4338)
C (-0.7784, -4.0861, -0.9131)
C (-0.6884, -4.8436, 0.4046)
O (-0.3533, -2.7271, -0.7153)
C (0.1433, -4.7923, -1.9682)
O (-0.1224, -5.9688, -2.2139)
O (1.0881, -4.0956, -2.4552)
H (-2.8799, -3.6435, -0.6913)
H (-2.5111, -5.1035, -1.6522)
H (-2.2821, -3.4976, -2.3518)
H (-1.3858, -4.4149, 1.1303)
H (0.3184, -4.7934, 0.8250)
H (-0.9341, -5.8903, 0.2335)
H (-0.0490, -2.6203, 0.1980)
Cl (1.2565, -0.4249, -2.8009)
C (0.8243, -1.5945, -4.0629)
Cl (-0.7528, -1.2083, -4.7570)
H (0.8151, -2.5789, -3.5950)
H (1.5594, -1.4998, -4.8545)
C (4.5896, 2.2811, 3.4538)
C (4.6728, 1.4491, 2.2061)
C (4.8606, 0.0783, 2.2796)
C (4.8623, -0.7320, 1.1436)
C (5.0469, -2.2086, 1.3358)
C (4.6746, -0.1124, -0.1044)
C (4.5097, -0.9043, -1.3303)
O (4.2407, -2.0867, -1.3496)
C (4.5452, 1.2879, -0.2035)
C (4.3403, 1.9920, -1.5205)
C (4.5334, 2.0432, 0.9563)
H (4.7863, 1.6806, 4.3403)
H (3.5897, 2.7085, 3.5486)
H (5.3018, 3.1075, 3.4281)
H (4.9786, -0.3983, 3.2458)
H (5.4605, -2.3866, 2.3280)
H (5.6989, -2.6475, 0.5841)
H (4.0791, -2.7130, 1.2805)
H (4.6322, -0.3641, -2.2846)
H (3.4260, 1.6649, -2.0180)
H (5.1688, 1.8245, -2.2103)
H (4.2613, 3.0640, -1.3482)
H (4.3805, 3.1138, 0.8915)
C (-4.6883, 1.3190, -1.7257)
C (-3.2763, 0.7716, -1.8513)
C (-2.5515, 1.4256, -3.0342)
C (-3.3444, -0.7319, -2.1465)
Sb (-1.9383, 0.9803, -0.1284)
C (-1.6653, 3.1518, 0.0768)
C (-2.8517, 4.0310, -0.2993)
C (-0.4534, 3.5027, -0.7962)
C (-1.2791, 3.4208, 1.5321)
C (-3.1912, 0.5698, 1.6095)
C (-4.3643, 1.5239, 1.8055)
C (-3.7124, -0.8585, 1.4516)
C (-2.2665, 0.6208, 2.8280)
H (-5.2155, 1.1791, -2.6782)
H (-4.7163, 2.3833, -1.4840)
H (-5.2596, 0.7801, -0.9633)
H (-3.0781, 1.1768, -3.9630)
H (-1.5277, 1.0610, -3.1474)
H (-2.5254, 2.5120, -2.9573)
H (-3.7871, -0.8891, -3.1375)
H (-3.9623, -1.2681, -1.4266)
H (-2.3648, -1.2091, -2.1519)
H (-3.1227, 3.9586, -1.3522)
H (-2.5969, 5.0818, -0.1063)
H (-3.7399, 3.7971, 0.2903)
H (-0.6098, 3.2966, -1.8555)
H (0.4343, 2.9520, -0.4759)
H (-0.2287, 4.5729, -0.6997)
H (-2.1293, 3.3015, 2.2092)
H (-0.9344, 4.4589, 1.6199)
H (-0.4679, 2.7774, 1.8765)
H (-5.1015, 1.4618, 1.0026)
H (-4.0385, 2.5616, 1.8755)
H (-4.8784, 1.2830, 2.7456)
H (-4.4387, -0.9469, 0.6402)
H (-4.2199, -1.1658, 2.3741)
H (-2.9080, -1.5751, 1.2651)
H (-1.9617, 1.6402, 3.0767)
H (-1.3567, 0.0309, 2.7094)
H (-2.8073, 0.2186, 3.6934)

Forces on atoms 1 to 2 (eV/Å):
Na 0.2 0.1 -0.1
N -0.2 0.0 0.2

Summary:
Orbital gap ... 7.50 eV
ΔE to the lowest compared entry with this formula, charge and spin ... 4.3 kcal per mole
Total charge ... -1
Multiplicity ... 1
Molar mass ... 727.38 g mol⁻¹
HOMO ... -5.488 eV

Entry 3:
Formula: C3H7N3
Source: the OMol25 dataset
Level of theory: ωB97M-V with the def2-TZVPD basis set

Positions of all 13 atoms, in Å:
C (-1.6747, 1.1181, 0.5211)
C (-0.6685, 0.0780, 0.1513)
N (2.6907, -0.3962, -0.3932)
C (1.3811, -0.4854, -0.5993)
N (0.6018, 0.4179, -0.0405)
N (-1.0104, -1.2012, -0.0739)
H (-1.9733, -1.4095, -0.2906)
H (3.3305, -0.9293, -0.9550)
H (3.0877, 0.2318, 0.3003)
H (-0.0113, -1.6009, -0.4940)
H (-2.6873, 0.8381, 0.2319)
H (-1.4250, 2.0643, 0.0414)
H (-1.6413, 1.2744, 1.6004)

Forces on atoms 1 to 2 (eV/Å):
C 0.1 0.1 -0.1
C 0.5 -0.5 -1.2

Summary:
Orbital gap ... 8.55 eV
ΔE to the lowest compared entry with this formula, charge and spin ... 34.6 kcal per mole
Total charge ... 0
Multiplicity ... 1
Molar mass ... 85.11 g mol⁻¹
HOMO ... -7.409 eV

Question: The highest molar mass belongs to which entry?
Answer: C28H51Cl2N2NaO6Sb

Question: Look up the molar mass of the third one.
Answer: 85.11 g mol⁻¹

Question: total charge of number 3 (C3H7N3)?
Answer: 0

Question: Among the records above, which one has the highest total charge?
Answer: C3H7N3